No. 1
Molecular formula: C3H4N4
Method: DFT, ωB97M-V with the def2-TZVPD basis set

HOMO energy: -9.0 eV
SMILES string: C1Nc2n[nH]nc21
F_max: 4.730 eV/Å
Kohn-Sham gap: 9.9 eV
ΔE to the lowest compared entry with this formula, charge and spin: 4.988 eV
E: -335.590016 Eh

Last column: Löwdin charge in e.
CARTESIAN COORDINATES (ANGSTROEM)
N1 -1.291 -1.140 -0.192  0.135
N2 1.254 0.835 -0.264  0.024
N3 -2.122 -0.005 -0.007  -0.056
N4 -1.429 1.230 -0.072  0.126
C1 1.401 -0.575 -0.033  -0.129
C2 -0.166 0.752 -0.099  -0.322
C3 -0.119 -0.588 -0.040  -0.310
H1 1.690 1.575 0.321  0.136
H2 -3.098 -0.023 -0.033  0.107
H3 1.798 -0.765 1.090  0.150
H4 2.082 -1.296 -0.671  0.140

=====

No. 2
Molecular formula: H18O9
Method: DFT, ωB97M-V with the def2-TZVPD basis set

HOMO energy: -10.5 eV
SMILES string: O.O.O.O.O.O.O.O.O
F_max: 0.578 eV/Å
Kohn-Sham gap: 10.1 eV
ΔE to the lowest compared entry with this formula, charge and spin: 2.333 eV
E: -687.940064 Eh

Last column: Löwdin charge in e.
CARTESIAN COORDINATES (ANGSTROEM)
O1 21.281 -0.218 9.260  -0.057
O2 15.985 0.989 9.777  -0.053
O3 14.497 0.928 12.318  -0.049
O4 19.178 -2.855 10.463  -0.061
O5 16.398 -2.726 9.193  -0.063
O6 17.055 2.392 13.005  -0.052
O7 20.293 1.875 11.188  -0.039
O8 18.251 -0.242 11.259  -0.053
O9 17.257 -2.375 12.927  -0.070
H1 19.869 2.699 10.924  0.058
H2 15.501 -3.062 9.283  0.037
H3 21.160 -0.391 8.321  0.038
H4 14.335 -0.022 12.331  0.046
H5 18.817 0.512 11.506  0.034
H6 16.565 0.838 9.020  0.068
H7 15.074 1.067 11.556  -0.020
H8 20.471 0.220 9.549  -0.006
H9 18.988 -2.971 9.527  0.028
H10 17.848 -1.702 12.544  -0.007
H11 16.765 -1.908 13.610  0.026
H12 17.004 2.820 12.145  0.028
H13 15.118 1.147 9.380  0.075
H14 17.572 0.120 10.674  0.016
H15 16.751 1.490 12.851  0.003
H16 16.607 -2.340 10.055  0.013
H17 21.208 2.114 11.371  0.068
H18 19.293 -1.900 10.570  -0.008

=====

No. 3
Molecular formula: C4H6O2
Method: DFT, ωB97M-V with the def2-TZVPD basis set

HOMO energy: -8.2 eV
F_max: 0.798 eV/Å
Kohn-Sham gap: 8.4 eV
ΔE to the lowest compared entry with this formula, charge and spin: 4.575 eV
E: -306.338154 Eh

Last column: Löwdin charge in e.
CARTESIAN COORDINATES (ANGSTROEM)
O1 0.349 1.421 0.268  -0.123
O2 0.494 -1.564 -1.027  0.144
C1 -1.064 -0.608 0.470  -0.069
C2 -0.907 0.818 -0.199  -0.188
C3 1.237 0.318 0.304  -0.126
C4 0.240 -0.781 -0.017  -0.361
H1 -1.024 -0.302 1.527  0.079
H2 2.033 0.405 -0.444  0.131
H3 -0.328 -2.097 -1.112  0.144
H4 -0.949 0.888 -1.294  0.123
H5 1.679 0.178 1.299  0.134
H6 -1.761 1.324 0.224  0.112

=====

No. 4
Molecular formula: C3H11N2O
Method: DFT, ωB97M-V with the def2-TZVPD basis set

HOMO energy: -14.2 eV
net charge: +1
F_max: 5.065 eV/Å
Kohn-Sham gap: 10.0 eV
ΔE to the lowest compared entry with this formula, charge and spin: 4.530 eV
E: -305.286267 Eh

Last column: Löwdin charge in e.
CARTESIAN COORDINATES (ANGSTROEM)
O1 1.681 -0.516 0.663  -0.122
N1 -1.605 -0.140 -0.031  -0.276
N2 -0.715 -1.093 -0.038  0.124
C1 -1.018 1.036 0.594  -0.001
C2 -2.861 -0.214 -0.357  0.168
C3 2.546 -0.010 -0.311  -0.093
H1 -3.516 0.532 0.057  0.116
H2 -1.109 1.137 1.763  0.161
H3 3.296 -0.636 -0.698  0.082
H4 -1.385 2.049 0.086  0.158
H5 1.915 0.221 -1.101  0.064
H6 3.066 0.834 0.279  0.141
H7 1.837 -1.435 0.799  0.103
H8 0.018 1.101 0.479  0.042
H9 -3.062 -1.074 -0.966  0.109
H10 0.398 -0.871 0.016  0.105
H11 -1.020 -1.940 -0.455  0.120

=====

No. 5
Molecular formula: C40H42ClN4O5S3Sr
Method: DFT, ωB97M-V with the def2-TZVPD basis set

HOMO energy: -4.2 eV
net charge: -1
F_max: 1.028 eV/Å
Kohn-Sham gap: 6.2 eV
ΔE to the lowest compared entry with this formula, charge and spin: 0.186 eV
E: -3830.448139 Eh

Last column: Löwdin charge in e.
CARTESIAN COORDINATES (ANGSTROEM)
Sr1 0.979 0.924 1.061  1.376
Cl1 8.462 -0.109 1.800  0.594
S1 2.857 -1.436 0.072  0.925
S2 -1.019 0.608 -2.615  0.720
S3 0.105 -1.598 2.462  0.541
O1 1.631 -0.839 -0.621  -0.663
O2 2.783 1.114 2.431  -0.249
O3 -3.671 1.950 -2.951  0.042
O4 -2.864 1.311 1.431  -0.013
O5 -0.821 1.508 2.266  -0.250
N1 -1.700 -1.145 -0.786  0.029
N2 0.328 3.010 -0.347  0.025
N3 -3.353 0.355 -1.329  0.113
N4 2.892 1.961 -0.322  0.018
C1 -1.896 -2.315 4.154  -0.150
C2 6.759 0.264 1.968  -0.688
C3 -3.443 -0.081 3.850  -0.055
C4 -2.065 -0.096 -1.540  -0.812
C5 1.363 3.822 -3.801  -0.039
C6 -0.864 3.544 -0.296  -0.106
C7 2.404 2.553 -1.520  -0.187
C8 -7.523 2.707 -1.613  -0.089
C9 6.102 0.966 0.990  -0.098
C10 0.596 3.803 -2.608  -0.178
C11 -4.022 1.389 -1.938  -0.421
C12 -1.425 -1.309 3.300  -0.634
C13 6.071 -0.152 3.108  -0.118
C14 -4.122 -2.888 -1.609  -0.110
C15 4.094 -1.478 -1.238  -0.327
C16 -5.685 1.424 0.024  -0.020
C17 -3.047 -3.210 -0.586  -0.231
C18 -2.483 -1.981 0.111  -0.201
C19 -3.864 -1.071 4.715  -0.115
C20 3.297 -3.495 2.683  -0.117
C21 3.085 2.547 -2.703  -0.026
C22 -1.394 4.301 -1.367  -0.037
C23 4.004 0.846 2.278  -0.434
C24 -7.864 2.387 -0.309  -0.098
C25 -6.941 1.756 0.511  -0.074
C26 -1.956 0.969 2.202  -0.654
C27 4.746 0.145 3.269  -0.015
C28 3.540 -1.844 -2.608  -0.280
C29 2.533 -3.181 0.302  -0.347
C30 1.084 3.136 -1.479  -0.190
C31 2.564 3.184 -3.851  -0.077
C32 4.734 1.240 1.097  -0.155
C33 -0.678 4.412 -2.513  -0.016
C34 -5.348 1.725 -1.292  -0.117
C35 4.138 1.902 -0.064  -0.111
C36 4.635 -1.728 -3.662  -0.107
C37 -2.244 -0.176 3.151  -0.165
C38 3.577 -3.790 1.221  -0.294
C39 -3.077 -2.206 4.855  -0.119
C40 -6.268 2.383 -2.100  -0.027
H1 -3.282 -1.407 0.585  0.116
H2 -8.847 2.638 0.071  0.096
H3 2.711 -1.174 -2.837  0.106
H4 -4.788 -0.965 5.267  0.086
H5 -2.223 -3.740 -1.070  0.107
H6 4.100 -3.872 3.310  0.070
H7 -5.978 2.629 -3.112  0.113
H8 3.129 3.162 -4.771  0.099
H9 6.601 -0.709 3.868  0.099
H10 4.258 -1.964 -4.656  0.071
H11 -3.743 -2.229 -2.386  0.065
H12 -1.071 4.941 -3.372  0.118
H13 -3.385 -3.011 5.506  0.089
H14 4.859 2.367 -0.752  0.127
H15 -4.969 -2.387 -1.142  0.071
H16 0.960 4.325 -4.669  0.109
H17 4.573 -3.428 0.956  0.094
H18 -1.289 -3.204 4.256  0.082
H19 -7.187 1.529 1.539  0.103
H20 3.598 -4.869 1.036  0.109
H21 3.129 -2.856 -2.613  0.102
H22 5.467 -2.401 -3.456  0.072
H23 -8.233 3.212 -2.255  0.097
H24 1.538 -3.197 0.757  0.049
H25 5.034 -0.716 -3.697  0.067
H26 2.357 -3.945 3.000  0.068
H27 -1.441 3.354 0.601  0.102
H28 2.488 -3.661 -0.674  0.088
H29 -3.441 -3.878 0.181  0.107
H30 6.640 1.291 0.108  0.106
H31 3.198 -2.424 2.866  0.050
H32 -3.718 0.138 -0.404  0.090
H33 4.491 -0.461 -1.270  0.075
H34 4.901 -2.126 -0.905  0.097
H35 4.035 2.035 -2.766  0.100
H36 -0.707 -1.353 -0.855  0.093
H37 4.210 -0.162 4.154  0.117
H38 -4.965 1.005 0.709  0.085
H39 -1.806 -2.250 0.927  0.054
H40 -4.050 0.800 3.695  0.108
H41 -4.498 -3.786 -2.095  0.064
H42 -2.381 4.732 -1.275  0.109

=====

No. 6
Molecular formula: FH2ISi
Method: DFT, ωB97M-V with the def2-TZVPD basis set

HOMO energy: -10.0 eV
F_max: 3.464 eV/Å
Kohn-Sham gap: 10.2 eV
ΔE to the lowest compared entry with this formula, charge and spin: 0.906 eV
E: -688.290551 Eh

Last column: Löwdin charge in e.
CARTESIAN COORDINATES (ANGSTROEM)
I1 -3.082 -0.107 -0.083  0.337
Si1 -0.696 0.433 0.125  0.048
F1 -0.668 2.024 -0.002  -0.290
H1 0.324 -0.430 -1.250  0.008
H2 -0.281 -0.206 1.370  -0.104

=====

No. 7
Molecular formula: C14H12N2OS2
Method: DFT, ωB97M-V with the def2-TZVPD basis set

HOMO energy: -9.0 eV
F_max: 1.410 eV/Å
Kohn-Sham gap: 9.1 eV
ΔE to the lowest compared entry with this formula, charge and spin: 1.227 eV
E: -1521.814353 Eh

Last column: Löwdin charge in e.
CARTESIAN COORDINATES (ANGSTROEM)
S1 -0.990 2.362 -0.682  1.060
S2 -0.603 -1.645 -1.541  0.978
O1 -0.497 -1.042 2.043  0.096
N1 -3.930 -1.520 0.594  0.195
N2 -0.390 0.993 -1.332  -0.296
C1 1.790 0.399 1.345  -0.012
C2 2.332 -1.364 -0.194  -0.037
C3 1.448 -0.807 0.730  -0.187
C4 3.850 0.490 0.107  -0.267
C5 -2.293 1.567 0.122  -0.490
C6 3.516 -0.721 -0.492  -0.029
C7 5.119 1.192 -0.256  -0.048
C8 -0.444 -2.418 0.117  -0.349
C9 -3.272 2.275 0.979  -0.073
C10 2.970 1.039 1.033  -0.031
C11 -3.157 -0.736 0.271  -0.202
C12 -2.226 0.220 -0.162  -0.284
C13 0.143 -1.399 1.077  -0.434
C14 -1.099 -0.047 -0.996  -0.702
H1 -1.424 -2.741 0.468  0.074
H2 4.194 -1.162 -1.208  0.115
H3 1.103 0.823 2.063  0.119
H4 2.109 -2.301 -0.678  0.099
H5 5.912 0.477 -0.467  0.079
H6 -2.923 2.279 2.013  0.096
H7 4.962 1.791 -1.154  0.088
H8 -4.234 1.765 0.954  0.089
H9 3.214 1.977 1.511  0.113
H10 -3.395 3.305 0.655  0.077
H11 5.441 1.856 0.542  0.077
H12 0.205 -3.281 -0.021  0.083

=====

No. 8
Molecular formula: C19H27ClCrGe2N4S
Method: DFT, ωB97M-V with the def2-TZVPD basis set

HOMO energy (spin up / spin down): -10.4 / -11.6 eV
multiplicity: 6
⟨S²⟩: 8.801
net charge: +1
F_max: 0.757 eV/Å
Kohn-Sham gap (spin up / spin down): 8.2 / 6.9 eV
ΔE to the lowest compared entry with this formula, charge and spin: 0.108 eV
E: -7015.640675 Eh

Last column: Löwdin spin population.
CARTESIAN COORDINATES (ANGSTROEM)
Ge1 -2.741 0.240 -0.140  0.382
Ge2 -3.518 2.296 0.954  0.087
Cr1 -0.336 0.881 0.464  4.079
Cl1 1.240 2.695 0.381  0.042
S1 1.622 -0.982 0.258  0.045
N1 0.932 -0.454 2.823  0.009
N2 2.773 -0.587 3.979  0.002
N3 -0.393 -0.250 2.405  0.027
N4 2.989 -0.847 2.654  0.003
C1 0.252 2.063 -1.085  -0.045
C2 -2.926 3.829 -0.083  0.004
C3 0.762 -0.018 5.308  0.000
C4 -2.949 -1.140 -2.711  0.023
C5 -3.597 -1.318 2.142  0.026
C6 -3.667 -2.424 2.982  0.001
C7 -3.996 1.022 -2.588  0.027
C8 -5.460 2.206 1.085  0.045
C9 -2.710 2.391 2.735  0.011
C10 -4.429 0.890 -3.899  -0.001
C11 -2.244 -3.647 1.480  -0.002
C12 1.503 -0.355 4.072  0.000
C13 -2.183 -2.547 0.636  0.021
C14 -3.374 -1.267 -4.023  -0.002
C15 -4.116 -0.254 -4.616  0.026
C16 -2.868 -1.367 0.950  0.071
C17 1.888 -0.765 1.903  0.011
C18 -2.988 -3.588 2.651  0.019
C19 -3.260 0.005 -1.973  0.052
H1 -5.794 1.357 1.681  0.000
H2 -5.806 3.124 1.563  0.007
H3 -3.128 -2.157 -4.587  -0.001
H4 -3.116 3.251 3.269  0.001
H5 -1.630 2.542 2.657  0.006
H6 3.914 -1.068 2.324  0.000
H7 -2.916 1.502 3.333  0.000
H8 0.328 0.982 5.249  0.000
H9 -0.787 -1.164 2.159  0.005
H10 -4.140 -0.421 2.418  0.003
H11 -4.255 -2.378 3.889  0.000
H12 -4.449 -0.358 -5.640  0.002
H13 -3.100 3.704 -1.151  0.000
H14 -1.861 4.003 0.075  0.001
H15 0.979 1.670 -1.791  0.001
H16 -5.917 2.136 0.099  0.000
H17 -1.710 -4.553 1.223  0.000
H18 -3.041 -4.450 3.303  0.001
H19 -5.008 1.679 -4.360  -0.001
H20 -0.035 -0.738 5.502  0.000
H21 -3.470 4.713 0.252  0.000
H22 -2.375 -1.945 -2.270  0.001
H23 1.459 -0.041 6.142  0.000
H24 -4.246 1.927 -2.046  0.002
H25 -0.936 0.116 3.184  0.003
H26 -0.279 2.923 -1.481  0.002
H27 -1.578 -2.612 -0.260  0.002

=====

- E of number 5 (C40H42ClN4O5S3Sr)?
  -3830.448139 Eh